(1)
52
Properties=species:S:1:pos:R:3:forces:R:3 method="wB97M-V/def2-TZVPD" e_homo_ha="-0.0519 / -0.1673" s_squared=6.034 orbital_gap_ha="0.166 / 0.281" charge=-1 spin_multiplicity=5
C 1.10603 -0.98919 -3.93519 0.5 -1.6 -0.7
C -0.29704 -0.90137 -4.18647 -0.4 -1.3 -1.0
C -0.98308 -1.53791 -3.10735 -0.7 -1.5 -1.0
C -0.00318 -2.06659 -2.21073 -0.1 -1.3 -0.2
C 1.28738 -1.71070 -2.70547 0.5 -1.9 -1.2
Rh 0.19106 0.07281 -2.33473 -1.9 4.6 2.0
C -1.46184 1.68152 -3.00670 -0.8 0.6 -0.3
C -0.23789 1.85634 -3.56711 0.1 1.3 0.0
C 0.62899 2.58575 -4.27280 -0.2 -0.8 0.5
N 1.72970 0.83686 -1.78145 2.2 2.8 1.9
H -2.05990 -1.57159 -2.97278 0.3 -0.1 -0.1
H -0.75462 -0.38719 -5.02370 0.1 -0.1 0.2
H -0.20224 -2.59695 -1.28411 0.0 0.3 -0.3
H 2.23368 -1.88559 -2.20492 -0.3 0.0 -0.1
H 1.88439 -0.54287 -4.53714 -0.1 -0.1 0.1
H -2.28156 1.19463 -3.54858 0.5 -0.1 0.3
H 2.20163 1.63176 -1.32353 0.3 -0.5 -0.2
H -1.72911 2.25922 -2.11346 0.2 -0.3 -0.3
H 0.29661 3.43689 -4.87755 0.0 -0.3 0.3
H 1.69428 2.35816 -4.22700 -0.3 0.0 -0.2
C 3.39312 0.92129 1.77561 0.1 0.1 0.0
C 2.50539 -0.27156 1.54329 -0.1 -0.3 -0.1
C 2.99713 -1.36347 0.83248 0.1 0.0 0.0
C 2.21292 -2.49472 0.62496 0.1 -0.1 0.3
C 0.91574 -2.52171 1.10243 0.0 0.3 0.0
C 0.37506 -1.40378 1.76145 0.5 -0.1 -0.1
N -0.94974 -1.53395 2.17477 -0.5 -0.4 0.4
C -1.94441 -0.57553 2.36937 -0.3 0.5 0.2
C -2.87423 -0.80824 3.40441 0.2 0.4 -0.2
C -3.77794 0.18894 3.76325 0.0 -0.1 -0.4
C -3.81704 1.39202 3.04979 -0.1 0.0 0.1
C -2.95878 1.59297 1.96994 0.1 -0.4 0.2
C -2.02496 0.61834 1.61526 0.0 -0.2 0.1
C -1.18114 0.80127 0.36146 0.5 -0.3 -1.0
O -0.62259 1.89373 0.12259 -0.7 -0.6 0.5
O -1.16178 -0.24740 -0.37668 -0.1 1.2 0.7
C 1.19787 -0.29192 2.05691 -0.2 -0.4 -0.2
C 0.76197 0.84410 2.93745 -0.1 0.5 0.3
H 2.95900 1.82525 1.32904 0.0 -0.1 0.1
H 3.54868 1.11271 2.84601 -0.1 0.0 -0.2
H 4.37872 0.76864 1.32469 -0.2 0.0 0.0
H 4.01895 -1.33219 0.45842 -0.2 0.0 0.0
H 2.61318 -3.36523 0.10344 -0.1 0.2 0.1
H 0.27717 -3.39685 0.95294 0.2 0.3 -0.1
H -1.26038 -2.48445 2.34199 0.2 0.3 -0.1
H -2.82784 -1.75738 3.95069 0.0 0.4 -0.1
H -4.45813 0.01161 4.59413 0.1 0.1 -0.2
H -4.53124 2.16624 3.32685 0.1 -0.2 0.0
H -2.99525 2.51057 1.38342 0.1 -0.2 0.1
H 0.65934 1.77540 2.35012 -0.1 -0.4 0.2
H -0.19156 0.66752 3.45180 0.4 0.0 -0.2
H 1.51952 1.03376 3.71848 -0.2 -0.1 -0.3


(2)
55
Properties=species:S:1:pos:R:3:forces:R:3 method="wB97M-V/def2-TZVPD" e_homo_ha=-0.2657 orbital_gap_ha=0.261 charge=0 de_lowest_kcal_mol=104.3
C 2.90972 -5.25754 2.12098 -0.3 0.1 0.1
C 3.17685 -4.54010 0.95153 0.0 0.0 0.2
C 3.04827 -3.15239 0.93762 -0.1 -0.1 0.0
C 2.64489 -2.46808 2.07909 -0.5 -0.7 0.2
S 2.51048 -0.67722 2.02318 0.8 0.1 -0.3
C 0.92282 -0.11983 1.67517 -2.1 -1.4 0.3
C 0.65238 1.22770 1.14097 0.6 -0.5 1.4
S -0.36084 -1.25505 1.24238 0.9 -0.3 -0.7
C -1.07323 -2.58171 2.31823 0.2 0.2 -0.1
C -0.74654 -3.90454 2.04230 0.0 -0.1 0.1
C -1.49832 -4.94722 2.59966 -0.1 0.3 0.1
C -2.58610 -4.67189 3.43649 0.4 0.1 0.1
C -2.87007 -3.33396 3.73568 0.0 -0.3 -0.1
C -2.14838 -2.29710 3.15540 0.3 0.0 -0.1
O -1.55559 -0.46028 0.96178 0.2 0.1 0.3
O 0.21778 -2.01605 0.13548 -0.7 -0.2 0.3
O 2.90974 -0.25558 3.34799 -0.1 0.1 0.0
O 3.36101 -0.27603 0.91194 0.1 0.3 0.1
C 2.41316 -3.18446 3.26062 -0.2 0.1 0.0
C 2.50738 -4.58082 3.27863 0.1 0.1 -0.1
H 2.97383 -6.35048 2.13416 0.0 0.4 -0.1
H 3.46818 -5.05667 0.03737 0.0 0.1 0.3
H 3.25096 -2.58651 0.04191 0.0 0.0 -0.1
H -0.25016 1.63394 1.66167 0.5 -0.1 -1.1
H 1.52865 1.87837 1.42089 -0.9 -0.6 -0.5
H 0.07527 -4.11357 1.36586 -0.1 0.0 0.1
H -1.22684 -5.97333 2.37074 -0.1 0.1 0.0
H -3.18351 -5.49189 3.87362 0.4 0.6 -0.3
H -3.67324 -3.09757 4.41659 -0.2 0.0 0.0
H -2.43670 -1.26688 3.30290 0.0 0.1 0.1
H 2.14154 -2.64999 4.16570 0.0 0.0 -0.1
H 2.25437 -5.13857 4.19618 0.3 0.4 -0.6
C -2.62338 5.24734 -4.49140 -0.2 0.3 0.2
C -1.27177 5.96037 -4.72593 -0.1 -0.5 -0.2
C -0.25439 5.23090 -3.84579 0.0 -0.2 0.8
N -0.88160 3.93100 -3.47996 0.7 0.0 0.0
C -0.32100 2.98937 -2.66818 0.1 0.5 0.2
C 0.93216 3.16837 -2.01164 0.3 0.4 -0.1
C 1.27366 2.40618 -0.92327 -0.4 0.0 0.4
N 0.49115 1.41801 -0.42859 -0.5 1.2 -0.4
C -0.58455 1.07816 -1.20139 0.0 -0.3 -0.6
C -0.98568 1.78253 -2.33320 0.2 -0.1 0.5
C -2.30790 3.92520 -3.75760 -0.8 -0.2 -0.3
H -3.28772 5.87435 -3.87066 0.3 -0.3 -0.3
H -3.14628 5.06007 -5.43984 0.2 0.1 0.3
H -0.99293 5.85031 -5.77677 0.0 0.2 0.1
H -1.31763 7.02497 -4.47699 0.0 -0.2 -0.1
H 0.70153 5.08045 -4.35338 -0.1 -0.1 0.1
H -0.05688 5.81744 -2.93210 0.0 -0.2 -0.2
H 1.61160 3.98122 -2.25916 -0.3 -0.1 -0.1
H 2.12429 2.61366 -0.27329 0.0 0.1 -0.6
H -1.12765 0.17954 -0.94939 0.1 0.2 0.4
H -1.83738 1.42501 -2.93121 0.5 0.2 0.6
H -2.90795 3.85737 -2.83057 0.4 -0.1 -0.2
H -2.58748 3.06347 -4.38240 0.1 0.2 0.2


(3)
58
Properties=species:S:1:pos:R:3:forces:R:3 method="wB97M-V/def2-TZVPD" e_homo_ha=-0.3082 orbital_gap_ha=0.282 charge=0 smiles="O=C(COC(=O)/C=C/c1ccc(S(=O)(=O)N2CCOCC2)cc1)NCc1ccc2c(c1)OCO2"
O 5.47418 2.52380 2.04843 0.0 0.2 0.4
C 5.22730 2.34978 0.87578 -0.2 0.4 -0.5
C 4.65246 3.46645 -0.01956 0.5 0.0 0.1
O 3.24222 3.31651 -0.15962 -0.4 0.1 0.2
C 2.78651 2.40111 -1.02162 0.2 -0.2 -0.4
O 3.50041 1.72721 -1.73351 -0.1 0.2 0.0
C 1.32196 2.31273 -0.96607 -0.3 -0.3 -0.1
C 0.69057 1.24042 -1.45696 0.7 0.4 0.2
C -0.74093 1.00005 -1.42312 -0.6 -0.1 0.0
C -1.20408 -0.31648 -1.51296 0.0 0.2 0.0
C -2.55883 -0.58740 -1.47964 0.0 -0.1 0.0
C -3.45634 0.45914 -1.37768 -0.6 -0.2 0.0
S -5.20994 0.10333 -1.26417 -0.1 0.0 0.2
O -5.94769 1.25127 -1.69573 0.3 0.2 0.2
O -5.46535 -1.16887 -1.86844 0.3 -0.1 0.1
N -5.49124 -0.06963 0.36940 -0.1 0.1 -1.0
C -4.90765 -1.22764 1.00465 0.1 -0.5 0.3
C -5.59440 -1.42187 2.35964 0.1 -0.1 -0.3
O -5.47374 -0.26566 3.15516 0.1 0.0 0.2
C -6.05334 0.85161 2.52227 0.0 0.2 -0.3
C -5.38217 1.12502 1.17325 -0.1 0.4 0.4
C -3.02328 1.76980 -1.29715 0.0 0.2 0.0
C -1.66818 2.04106 -1.31802 0.1 -0.2 0.0
N 5.41236 1.19064 0.22357 0.1 -0.5 -0.3
C 5.80100 -0.02969 0.89804 0.2 0.1 0.3
C 4.95405 -1.19305 0.45451 0.1 -0.1 -0.1
C 5.53736 -2.42483 0.20114 0.0 0.2 0.1
C 4.79378 -3.52149 -0.22756 -0.4 -0.2 -0.1
C 3.44693 -3.32877 -0.40982 0.0 0.6 0.2
C 2.85144 -2.09133 -0.16227 0.4 -0.4 0.0
C 3.57656 -1.01524 0.28134 -0.3 -0.2 -0.1
O 1.50873 -2.17208 -0.43779 0.2 0.4 0.2
C 1.27891 -3.50581 -0.84559 -1.1 -0.5 -0.3
O 2.49485 -4.21725 -0.83380 0.4 -0.1 0.0
H 4.79710 4.42914 0.47140 0.0 -0.2 -0.1
H 5.13041 3.45151 -1.00453 -0.1 0.1 0.1
H 0.82159 3.11929 -0.45426 -0.2 0.0 0.1
H 1.29597 0.45333 -1.88964 0.1 0.0 0.0
H -0.48816 -1.12088 -1.58307 0.1 -0.1 0.0
H -2.93977 -1.59343 -1.55769 0.0 -0.2 0.0
H -5.08067 -2.08143 0.35049 0.1 -0.1 0.2
H -3.82543 -1.08965 1.16042 -0.1 0.0 0.0
H -5.12288 -2.22973 2.92106 -0.1 0.0 -0.1
H -6.65589 -1.65453 2.19408 0.1 0.0 0.0
H -5.91498 1.69370 3.20182 -0.1 0.0 -0.1
H -7.12647 0.67678 2.36074 0.1 0.1 0.0
H -5.88846 1.92720 0.63757 0.0 0.1 0.2
H -4.32661 1.39433 1.33928 -0.1 0.0 0.0
H -3.75815 2.55745 -1.24278 0.0 0.2 0.0
H -1.32458 3.06276 -1.27749 0.0 0.1 0.0
H 5.11016 1.10942 -0.74060 0.0 0.2 0.2
H 6.85733 -0.24251 0.69845 -0.1 0.0 0.1
H 5.68991 0.15299 1.97318 0.1 0.0 -0.2
H 6.60092 -2.54288 0.34042 0.1 0.0 0.0
H 5.25176 -4.47682 -0.41891 0.1 -0.1 0.0
H 3.09963 -0.07111 0.48489 -0.1 0.2 0.0
H 0.85900 -3.51411 -1.86481 0.2 0.1 0.2
H 0.56381 -3.98363 -0.15610 0.2 0.1 -0.1


(4)
56
Properties=species:S:1:pos:R:3:forces:R:3 method="wB97M-V/def2-TZVPD" e_homo_ha=-0.2991 orbital_gap_ha=0.316 charge=0 smiles="CCOC(=O)C1=C(c2ccccc2)Nc2ncnn2[C@@H]1c1ccc(OC)c(OC)c1OC" de_lowest_kcal_mol=105.0
C -0.02916 -3.79582 0.03489 0.3 0.3 -0.1
C 1.27583 -3.35092 -0.61167 -0.2 -0.4 -0.2
O 1.56337 -1.99103 -0.29645 -0.1 0.2 0.1
C 0.95421 -1.05843 -1.05109 0.2 -0.3 0.0
O 0.22740 -1.32426 -1.97807 0.0 0.1 0.0
C 1.22281 0.30797 -0.57215 0.2 0.5 0.1
C 2.37166 0.67827 0.03716 -0.4 -0.2 -0.3
C 3.57698 -0.16399 0.10842 0.4 0.0 0.1
C 4.25720 -0.31411 1.31290 -0.1 0.1 -0.1
C 5.40233 -1.08760 1.37526 0.1 0.0 0.1
C 5.88571 -1.70669 0.23538 0.0 0.0 0.0
C 5.21993 -1.55022 -0.96982 0.0 0.0 -0.1
C 4.07357 -0.78167 -1.03625 0.0 0.1 0.1
N 2.49700 1.92384 0.61323 0.3 -0.1 0.1
C 1.47722 2.82311 0.50488 -0.6 0.5 -0.1
N 1.43352 4.06510 0.94188 0.7 -0.2 0.2
C 0.20717 4.47042 0.54003 0.1 -0.4 -0.1
N -0.48169 3.56398 -0.10494 -1.0 0.2 -0.3
N 0.33686 2.50092 -0.13113 1.1 0.2 0.4
C 0.01680 1.21837 -0.71066 -0.4 -0.4 -0.4
C -1.17375 0.58839 -0.01381 -0.1 0.0 -0.1
C -1.03236 0.08873 1.26348 -0.2 0.1 -0.3
C -2.08583 -0.52811 1.91312 -0.2 -0.1 0.2
C -3.30107 -0.66646 1.26162 0.0 0.0 -0.1
O -4.40002 -1.26185 1.80988 0.1 0.3 -0.4
C -4.33548 -1.68960 3.14746 0.0 -0.1 0.2
C -3.46401 -0.17805 -0.04971 -0.3 -0.2 -0.2
O -4.69162 -0.31720 -0.67530 0.4 0.3 0.4
C -5.06119 -1.64520 -0.99076 -0.1 -0.3 -0.1
C -2.40361 0.47699 -0.68760 0.1 -0.1 0.3
O -2.42397 1.03760 -1.91693 0.1 -0.1 0.3
C -3.57977 1.04103 -2.72509 -0.3 0.1 -0.3
H -0.85304 -3.20420 -0.35728 -0.1 0.0 0.0
H 0.02058 -3.65498 1.11182 0.0 0.0 0.1
H -0.20871 -4.84497 -0.18200 0.0 -0.1 0.0
H 2.12534 -3.91825 -0.22518 -0.1 0.1 -0.1
H 1.21521 -3.46089 -1.69938 0.1 0.0 0.2
H 3.87296 0.15491 2.20743 0.0 0.0 0.1
H 5.91790 -1.20748 2.31661 0.0 0.0 0.1
H 6.78078 -2.30860 0.28479 0.1 0.0 0.0
H 5.59897 -2.02606 -1.86201 0.0 0.0 -0.1
H 3.55706 -0.64968 -1.97543 0.0 0.0 -0.1
H 3.38630 2.24539 0.96007 -0.1 0.0 -0.1
H -0.16524 5.45419 0.73469 -0.2 0.2 0.0
H -0.24316 1.35568 -1.76792 0.1 0.0 0.3
H -0.08008 0.17943 1.76557 0.1 0.0 0.0
H -1.94792 -0.89534 2.91634 0.0 -0.1 0.1
H -4.10326 -0.86118 3.82344 0.0 0.0 0.0
H -5.32738 -2.07537 3.37880 0.1 0.0 0.0
H -3.59750 -2.48776 3.28076 0.0 0.1 0.0
H -5.20798 -2.24871 -0.09271 0.0 0.1 -0.1
H -6.00119 -1.56759 -1.53471 0.0 -0.1 0.0
H -4.30714 -2.12292 -1.62758 0.0 0.1 0.0
H -3.83412 0.03594 -3.07014 0.0 0.1 0.0
H -3.31562 1.65794 -3.58450 0.0 -0.1 0.0
H -4.43451 1.47704 -2.20643 0.1 0.0 -0.1


Look up the charge of the first one.
-1


The lowest charge belongs to which entry?
C23H24N2O2Rh


What did the first record say?
52
Properties=species:S:1:pos:R:3:forces:R:3 method="wB97M-V/def2-TZVPD" e_homo_ha="-0.0519 / -0.1673" s_squared=6.034 orbital_gap_ha="0.166 / 0.281" charge=-1 spin_multiplicity=5
C 1.10603 -0.98919 -3.93519 0.5 -1.6 -0.7
C -0.29704 -0.90137 -4.18647 -0.4 -1.3 -1.0
C -0.98308 -1.53791 -3.10735 -0.7 -1.5 -1.0
C -0.00318 -2.06659 -2.21073 -0.1 -1.3 -0.2
C 1.28738 -1.71070 -2.70547 0.5 -1.9 -1.2
Rh 0.19106 0.07281 -2.33473 -1.9 4.6 2.0
C -1.46184 1.68152 -3.00670 -0.8 0.6 -0.3
C -0.23789 1.85634 -3.56711 0.1 1.3 0.0
C 0.62899 2.58575 -4.27280 -0.2 -0.8 0.5
N 1.72970 0.83686 -1.78145 2.2 2.8 1.9
H -2.05990 -1.57159 -2.97278 0.3 -0.1 -0.1
H -0.75462 -0.38719 -5.02370 0.1 -0.1 0.2
H -0.20224 -2.59695 -1.28411 0.0 0.3 -0.3
H 2.23368 -1.88559 -2.20492 -0.3 0.0 -0.1
H 1.88439 -0.54287 -4.53714 -0.1 -0.1 0.1
H -2.28156 1.19463 -3.54858 0.5 -0.1 0.3
H 2.20163 1.63176 -1.32353 0.3 -0.5 -0.2
H -1.72911 2.25922 -2.11346 0.2 -0.3 -0.3
H 0.29661 3.43689 -4.87755 0.0 -0.3 0.3
H 1.69428 2.35816 -4.22700 -0.3 0.0 -0.2
C 3.39312 0.92129 1.77561 0.1 0.1 0.0
C 2.50539 -0.27156 1.54329 -0.1 -0.3 -0.1
C 2.99713 -1.36347 0.83248 0.1 0.0 0.0
C 2.21292 -2.49472 0.62496 0.1 -0.1 0.3
C 0.91574 -2.52171 1.10243 0.0 0.3 0.0
C 0.37506 -1.40378 1.76145 0.5 -0.1 -0.1
N -0.94974 -1.53395 2.17477 -0.5 -0.4 0.4
C -1.94441 -0.57553 2.36937 -0.3 0.5 0.2
C -2.87423 -0.80824 3.40441 0.2 0.4 -0.2
C -3.77794 0.18894 3.76325 0.0 -0.1 -0.4
C -3.81704 1.39202 3.04979 -0.1 0.0 0.1
C -2.95878 1.59297 1.96994 0.1 -0.4 0.2
C -2.02496 0.61834 1.61526 0.0 -0.2 0.1
C -1.18114 0.80127 0.36146 0.5 -0.3 -1.0
O -0.62259 1.89373 0.12259 -0.7 -0.6 0.5
O -1.16178 -0.24740 -0.37668 -0.1 1.2 0.7
C 1.19787 -0.29192 2.05691 -0.2 -0.4 -0.2
C 0.76197 0.84410 2.93745 -0.1 0.5 0.3
H 2.95900 1.82525 1.32904 0.0 -0.1 0.1
H 3.54868 1.11271 2.84601 -0.1 0.0 -0.2
H 4.37872 0.76864 1.32469 -0.2 0.0 0.0
H 4.01895 -1.33219 0.45842 -0.2 0.0 0.0
H 2.61318 -3.36523 0.10344 -0.1 0.2 0.1
H 0.27717 -3.39685 0.95294 0.2 0.3 -0.1
H -1.26038 -2.48445 2.34199 0.2 0.3 -0.1
H -2.82784 -1.75738 3.95069 0.0 0.4 -0.1
H -4.45813 0.01161 4.59413 0.1 0.1 -0.2
H -4.53124 2.16624 3.32685 0.1 -0.2 0.0
H -2.99525 2.51057 1.38342 0.1 -0.2 0.1
H 0.65934 1.77540 2.35012 -0.1 -0.4 0.2
H -0.19156 0.66752 3.45180 0.4 0.0 -0.2
H 1.51952 1.03376 3.71848 -0.2 -0.1 -0.3